Entry 1:
{"formula": "C6H11N2O", "method": "ωB97M-V/def2-TZVPD", "elements": ["C", "C", "C", "C", "C", "C", "N", "N", "O", "H", "H", "H", "H", "H", "H", "H", "H", "H", "H", "H"], "coordinates": [[1.87323, 0.67913, -0.73614], [0.93774, 0.74100, -1.66424], [1.81060, 0.16237, 0.54522], [-0.13886, -0.84572, 1.90804], [-1.30386, -0.33144, 2.64505], [-1.42367, 0.60296, -2.44206], [0.76124, -0.14551, 1.25994], [-0.30415, 0.41008, -1.58285], [-0.06095, -2.28932, 1.45966], [2.84907, 0.93708, -0.95101], [1.40026, 1.09982, -2.64445], [2.78055, -0.10993, 1.00422], [-1.62919, 0.62937, 2.26711], [-0.85588, -0.03484, 3.71032], [-1.97515, -1.10739, 2.93080], [-1.82426, -0.46040, -2.54382], [-2.06192, 1.33703, -1.94810], [-0.94726, 1.08896, -3.38380], [-0.58787, -0.03196, -0.71855], [0.70032, -2.33127, 0.88467]], "forces_ev_per_a": [[1.340, -1.048, 3.398], [0.052, 1.477, -4.241], [0.083, -1.154, 1.120], [3.458, -2.217, -5.430], [2.637, 0.581, 3.455], [1.152, -0.156, -2.131], [-2.663, -0.436, 1.892], [-0.452, -0.815, 2.007], [-1.779, 3.511, 2.453], [1.716, 0.512, -0.974], [-1.524, -0.295, 0.963], [-0.467, 0.649, 0.063], [-0.457, -0.273, -0.360], [-0.761, -0.475, -1.961], [-0.908, -0.340, -0.468], [-0.229, 1.877, -0.577], [-0.472, -0.358, -0.375], [-1.502, -1.136, 1.138], [0.251, 0.136, 0.240], [0.527, -0.042, -0.212]], "mulliken_charge": [-0.97, 0.59, 0.04, 0.80, -1.05, -0.74, -0.39, -0.09, -0.47, 0.36, 0.27, 0.38, 0.32, 0.33, 0.39, 0.31, 0.30, 0.26, 0.06, 0.32], "fmax_ev_per_a": 6.81, "smiles": "C/[NH+]=C/C=C\\N=C(\\C)O", "orbital_gap_ev": 8.71, "lumo_ev": -4.325, "total_energy_ev": -11418.9525, "relative_energy_kj_mol": 310.1, "charge": 1}

Entry 2:
{"formula": "C6H11N2O", "method": "ωB97M-V/def2-TZVPD", "elements": ["C", "C", "C", "C", "C", "C", "N", "N", "O", "H", "H", "H", "H", "H", "H", "H", "H", "H", "H", "H"], "coordinates": [[-1.01236, 0.23459, -0.53788], [-2.11956, 0.31756, 0.12398], [-0.32298, -1.15321, -0.27775], [1.69513, -0.02317, 0.72258], [-0.23310, 1.30437, -1.11590], [-3.35547, 0.18672, 0.75120], [0.91239, -1.11827, 0.24425], [3.06652, -0.11501, -0.04295], [-0.94260, -2.07062, -0.68734], [1.76775, -0.04573, 1.86361], [0.04912, 1.10796, -2.24912], [0.68745, 1.27650, -0.60147], [-0.45848, 2.34590, -1.00258], [-4.06525, 0.94412, 0.42981], [-3.41208, 0.19227, 1.89401], [-3.80776, -0.84039, 0.61426], [1.06624, -2.05965, 0.41590], [3.85286, -0.05666, 0.64124], [3.35146, 0.59584, -0.73275], [3.28073, -1.02311, -0.45309]], "forces_ev_per_a": [[-2.600, 1.025, 2.489], [2.326, -0.574, -1.229], [0.028, 2.029, -0.973], [-0.209, 0.304, 0.757], [1.752, 0.753, -4.105], [-1.696, -1.555, 2.891], [-0.825, 1.380, -0.319], [1.519, -0.134, 1.947], [-0.563, -2.128, -0.060], [0.922, -0.238, -1.868], [-0.860, 0.225, 2.195], [1.337, -0.423, 0.659], [-1.352, 0.278, 0.009], [-0.192, 0.064, -0.532], [0.866, 0.663, -1.311], [0.394, 0.880, -0.917], [1.332, -2.436, 0.792], [-0.737, 0.196, -0.169], [-0.976, -0.067, 0.113], [-0.466, -0.242, -0.367]], "mulliken_charge": [0.47, 0.54, 0.47, -0.85, -0.92, -1.21, -0.08, -0.35, -0.50, 0.14, 0.31, 0.28, 0.43, 0.34, 0.34, 0.35, 0.22, 0.35, 0.33, 0.35], "fmax_ev_per_a": 4.53, "orbital_gap_ev": [5.48, 5.47], "lumo_ev": [-5.539, -5.539], "total_energy_ev": -11415.3412, "relative_energy_kj_mol": 658.6, "charge": 1}

Entry 3:
{"formula": "C6H11N2O", "method": "ωB97M-V/def2-TZVPD", "elements": ["C", "C", "C", "C", "C", "C", "N", "N", "O", "H", "H", "H", "H", "H", "H", "H", "H", "H", "H", "H"], "coordinates": [[0.83513, -1.22773, -0.61624], [-0.46980, -0.92021, 2.02218], [-0.17970, -2.09326, 1.48926], [0.11229, 1.07220, 0.47763], [-1.20267, 1.83826, 0.02461], [0.64381, 0.81968, -1.90689], [0.59072, 0.11939, -0.61767], [0.54641, -2.13104, 0.26953], [-0.10495, 0.37694, 1.73831], [1.28137, -1.68075, -1.47438], [-1.04425, -1.02174, 2.88811], [-0.39988, -2.96212, 2.01759], [0.97164, 1.75717, 0.68569], [-1.05202, 2.94454, 0.17335], [-1.99841, 1.49978, 0.78494], [-1.40731, 1.72633, -1.07532], [-0.33656, 0.70403, -2.46838], [0.91500, 1.97633, -1.78734], [1.38092, 0.26266, -2.52561], [0.91826, -3.06045, -0.09937]], "forces_ev_per_a": [[1.163, 3.809, -3.261], [-0.829, 5.935, 1.118], [4.393, -1.704, -7.369], [0.185, -1.040, -1.119], [0.407, 0.251, 1.189], [0.158, 0.647, -0.918], [-0.912, 1.503, 0.790], [-2.488, -5.695, 6.202], [-0.376, -1.759, 0.082], [0.222, 0.577, -0.621], [-0.688, 0.680, 1.491], [-0.146, -1.544, 0.404], [-0.811, -0.523, -0.002], [-0.120, -1.124, 0.045], [0.831, 0.500, -1.731], [-0.253, -0.302, 1.508], [1.038, 0.342, 0.709], [-0.472, -2.753, -0.234], [-0.199, 0.846, 0.317], [-1.103, 1.354, 1.399]], "mulliken_charge": [-0.08, -0.33, -0.05, 0.17, -0.87, -1.08, 0.02, -0.13, -0.34, 0.30, 0.44, 0.44, 0.30, 0.28, 0.33, 0.27, 0.40, 0.32, 0.32, 0.30], "fmax_ev_per_a": 8.78, "orbital_gap_ev": [6.68, 6.68], "lumo_ev": [-2.921, -7.261], "spin_multiplicity": 3, "total_energy_ev": -11415.7230, "relative_energy_kj_mol": 200.8, "charge": 1}